No. 1
Below is a single C4H5N5 molecule in a non-equilibrium geometry, with properties calculated with ωB97M-V with the def2-TZVPD basis set.

Geometry as XYZ:
```
14
Properties=species:S:1:pos:R:3:forces:R:3
C -1.3855 -1.1706 -0.6924 0.75 -1.18 2.18
N -1.1429 0.2185 -0.3647 4.77 0.37 -0.82
C -1.9105 0.9089 0.4270 -0.50 0.05 1.20
N -2.5218 1.4560 1.2232 -0.90 0.82 0.50
N 0.3283 0.4058 0.0351 -1.36 0.71 -1.97
C 1.3640 0.8637 -0.7672 -0.64 -1.03 2.29
N 2.4945 0.6566 -0.1239 -0.04 0.32 -1.06
C 2.1298 0.0629 1.0168 -0.65 -0.04 1.60
N 0.8070 -0.0591 1.1649 0.59 -1.13 0.68
H -2.2639 -1.2601 -1.3038 0.03 -0.08 -0.69
H -0.4010 -1.5091 -1.0586 -1.00 -0.20 -0.60
H -1.5603 -1.7703 0.2525 0.08 0.59 -0.89
H 1.2225 1.4075 -1.6390 -0.29 0.57 -1.51
H 2.8399 -0.2107 1.8302 -0.83 0.21 -0.91
```
Positions in Å, forces in eV/Å.

Its relative energy (zero: lowest compared OMol25 entry of this formula, charge and spin) is 193.0 kJ/mol. For the highest occupied orbital energy, the calculation gives -10.417 eV. The LUMO energy is 0.7 eV. As for the strongest force on any atom: 4.850 eV/A. The HOMO-LUMO gap comes out at 11.10 eV.

Mulliken population analysis, charges in e, atoms 1 to 5: -0.79 -0.21 0.48 -0.41 0.60

***

No. 2
Below is a single C4H5N5 molecule in a non-equilibrium geometry, with properties calculated with ωB97M-V with the def2-TZVPD basis set.

Geometry as XYZ:
```
14
Properties=species:S:1:pos:R:3:forces:R:3
C 2.4310 0.5023 0.0313 -1.73 1.98 1.57
N 1.1599 -0.2178 -0.1608 -0.66 -1.31 0.19
N 1.0932 -1.5387 -0.0267 3.32 -0.67 -0.38
N -0.0696 -1.9850 0.0046 -1.18 -1.78 -0.04
C -0.9124 -0.9473 -0.0531 -0.27 1.20 0.68
C -2.2591 -0.5461 -0.0203 2.17 -0.94 0.14
C -2.2142 0.8025 0.0089 1.34 1.42 -0.63
N -0.9541 1.3571 -0.0982 0.68 -1.61 0.64
N -0.1360 0.1595 -0.0269 -2.81 3.38 -0.87
H 2.4098 0.8712 1.1646 0.66 -0.66 -2.60
H 3.3254 -0.0148 -0.3204 -0.60 -0.75 0.59
H 2.3436 1.3243 -0.6879 0.12 0.40 0.66
H -3.0822 -1.1406 0.1275 -1.64 -1.29 0.08
H -3.1351 1.3733 0.0575 0.60 0.61 -0.02
```
Positions in Å, forces in eV/Å.

Its relative energy (zero: lowest compared OMol25 entry of this formula, charge and spin) is 306.7 kJ/mol. For the highest occupied orbital energy, the calculation gives -8.675 eV. The LUMO energy is 0.7 eV. As for the strongest force on any atom: 4.483 eV/A. The HOMO-LUMO gap comes out at 9.37 eV.

Mulliken population analysis, charges in e, atoms 1 to 5: -0.69 0.44 -0.43 -0.47 0.50

***

No. 3
Below is a molecular structure, C4H5NO in a non-equilibrium geometry, with properties calculated with ωB97M-V with the def2-TZVPD basis set.

Geometry as XYZ:
```
11
Properties=species:S:1:pos:R:3:forces:R:3
N -0.2130 -0.3329 -1.1250 0.30 0.08 -0.27
C 0.3400 -0.1590 0.2019 0.09 0.00 -0.17
C 0.1040 1.1355 0.8832 0.27 0.56 -0.64
O -0.3315 0.5923 1.9783 -0.56 -0.39 0.83
C -0.3742 -0.7266 1.4442 0.44 0.16 0.21
C 0.4292 0.0744 -2.1928 -0.47 -0.27 0.15
H -1.1362 -0.7603 -1.1154 0.00 0.05 -0.05
H 1.4038 -0.4272 0.2199 -0.18 0.02 -0.03
H -0.0937 2.1713 0.6235 0.09 -0.21 0.00
H 0.1260 -1.4215 2.1222 -0.15 -0.06 -0.12
H -0.2544 -0.1460 -3.0398 0.18 0.06 0.08
```
Positions in Å, forces in eV/Å.

Its relative energy (zero: lowest compared OMol25 entry of this formula, charge and spin) is 656.0 kJ/mol. For the highest occupied orbital energy (alpha / beta), the calculation gives -7.970 / -8.498 eV. The LUMO energy (alpha / beta) is -0.4 / 0.1 eV. As for the strongest force on any atom: 1.080 eV/A. The HOMO-LUMO gap (alpha / beta) comes out at 7.55 / 8.59 eV.

Mulliken population analysis, charges in e, atoms 1 to 5: -0.04 0.23 -0.28 -0.20 -0.43

***

No. 4
Below is a single C4H5NO molecule in a non-equilibrium geometry, with properties calculated with ωB97M-V with the def2-TZVPD basis set.

Geometry as XYZ:
```
11
Properties=species:S:1:pos:R:3:forces:R:3
C -1.5962 1.5271 -0.0220 0.52 0.68 0.42
C -0.3883 1.3947 -0.0067 -0.61 0.15 0.08
C 0.5574 0.3297 -0.2206 -0.22 -0.09 -0.14
C 0.9914 -0.5608 0.9133 -0.07 -0.06 -0.05
N 0.4405 0.0255 -1.4816 -0.05 0.30 0.29
O -0.0735 -1.3037 -1.5052 0.11 -0.49 -0.10
H -2.6511 1.6742 -0.0166 0.06 0.23 0.10
H 1.8142 -0.0705 1.4512 -0.19 0.02 -0.15
H 0.1899 -0.7309 1.6387 0.06 0.02 -0.14
H 1.3495 -1.5158 0.5267 -0.08 0.15 0.02
H -0.9671 -1.0323 -1.1875 0.47 -0.92 -0.34
```
Positions in Å, forces in eV/Å.

Its relative energy (zero: lowest compared OMol25 entry of this formula, charge and spin) is 583.0 kJ/mol. For the highest occupied orbital energy, the calculation gives -8.928 eV. The LUMO energy is 0.0 eV. As for the strongest force on any atom: 1.088 eV/A. The HOMO-LUMO gap comes out at 8.97 eV.

Mulliken population analysis, charges in e, atoms 1 to 5: -0.27 -0.14 0.45 -0.94 -0.43

***

No. 5
Below is a single C4H5NO molecule in a non-equilibrium geometry, with properties calculated with ωB97M-V with the def2-TZVPD basis set.

Geometry as XYZ:
```
11
Properties=species:S:1:pos:R:3:forces:R:3
C 0.4489 -1.2493 0.7399 -0.13 0.07 -0.01
C -0.6699 -0.5773 0.4835 0.16 -0.13 -0.03
C -0.6576 0.8986 0.2505 -0.02 -0.01 0.28
O -0.4225 1.1587 -1.1795 0.22 0.03 -0.25
C 0.7368 0.7537 -1.5804 0.79 -0.22 -0.26
N 1.7861 0.3947 -1.9275 -0.99 0.35 0.27
H 1.3970 -0.7392 0.8978 -0.16 -0.05 -0.04
H 0.4680 -2.3340 0.7633 -0.05 0.12 0.11
H -1.6071 -1.0988 0.3031 0.13 0.05 0.01
H -1.6143 1.3858 0.4407 0.14 -0.11 -0.02
H 0.1348 1.4070 0.8085 -0.10 -0.11 -0.06
```
Positions in Å, forces in eV/Å.

Its relative energy (zero: lowest compared OMol25 entry of this formula, charge and spin) is 182.4 kJ/mol. For the highest occupied orbital energy, the calculation gives -10.752 eV. The LUMO energy is 0.8 eV. As for the strongest force on any atom: 1.086 eV/A. The HOMO-LUMO gap comes out at 11.52 eV.

Mulliken population analysis, charges in e, atoms 1 to 5: -0.62 -0.02 -0.53 -0.38 0.59

***

No. 6
Below is a single C4H5NO molecule, with properties calculated with ωB97M-V with the def2-TZVPD basis set.

Geometry as XYZ:
```
11
Properties=species:S:1:pos:R:3:forces:R:3
N -1.2472 1.1059 0.2140 -0.07 0.03 0.03
C -1.3034 -0.2469 0.4000 -0.05 -0.02 -0.01
O -2.3327 -0.8300 0.7050 0.28 0.18 -0.06
C -0.0311 -0.9728 0.2071 -0.02 -0.06 0.13
C 1.1663 -0.3357 -0.0628 0.21 0.29 0.07
C 2.1315 0.2785 -0.5990 -0.29 -0.15 0.23
H -2.0897 1.6366 0.3611 0.09 -0.07 -0.04
H -0.4030 1.5799 -0.0610 -0.13 -0.10 0.04
H -0.0475 -2.0461 0.3527 0.00 0.15 -0.13
H 1.0523 -0.8660 -1.1176 0.08 -0.15 -0.21
H 3.1043 0.6965 -0.3996 -0.10 -0.09 -0.07
```
Positions in Å, forces in eV/Å.

Its relative energy (zero: lowest compared OMol25 entry of this formula, charge and spin) is 461.2 kJ/mol. For the highest occupied orbital energy, the calculation gives -8.338 eV. The LUMO energy is 0.1 eV. As for the strongest force on any atom: 0.400 eV/A. The HOMO-LUMO gap comes out at 8.45 eV.

Mulliken population analysis, charges in e, atoms 1 to 5: -0.34 0.50 -0.63 -0.56 0.14

***

No. 7
Below is a single C4H5NO molecule, with properties calculated with ωB97M-V with the def2-TZVPD basis set.

Geometry as XYZ:
```
11
Properties=species:S:1:pos:R:3:forces:R:3
O -1.7458 1.4521 0.9086 0.56 -0.29 -0.17
C -0.9275 0.6991 0.4585 -0.07 0.17 0.11
C -1.0013 -0.4886 -0.5016 -0.16 -0.01 -0.21
N 0.3120 -0.9632 0.0062 0.08 -0.26 -0.06
C 1.3266 0.0077 -0.3407 0.06 0.10 -0.20
C 0.4775 0.2802 0.8560 0.00 0.10 0.37
H -1.7774 -1.2102 -0.2311 -0.03 0.27 -0.03
H -1.0398 -0.2755 -1.5735 0.06 -0.06 0.09
H 1.2570 0.6868 -1.1899 -0.33 -0.31 -0.09
H 2.3169 -0.4361 -0.2308 -0.15 0.48 0.37
H 0.8498 0.3059 1.8771 -0.02 -0.18 -0.19
```
Positions in Å, forces in eV/Å.

Its relative energy (zero: lowest compared OMol25 entry of this formula, charge and spin) is 220.2 kJ/mol. For the highest occupied orbital energy, the calculation gives -9.788 eV. The LUMO energy is 0.9 eV. As for the strongest force on any atom: 0.651 eV/A. The HOMO-LUMO gap comes out at 10.71 eV.

Mulliken population analysis, charges in e, atoms 1 to 5: -0.54 0.41 -0.32 -0.42 -0.18

***

No. 8
Below is a single C4H5NO molecule, with properties calculated with ωB97M-V with the def2-TZVPD basis set.

Geometry as XYZ:
```
11
Properties=species:S:1:pos:R:3:forces:R:3
C 0.7924 1.6801 1.9278 -0.02 -0.16 -0.11
C 0.5950 0.6266 1.1811 0.03 -0.19 -0.15
N 0.4732 -0.3871 0.4971 0.04 0.50 0.45
C -0.6593 -0.5632 -0.3605 -0.46 0.07 -0.03
C -0.3305 -1.2097 -1.6824 0.01 -0.01 -0.02
O -1.7760 -0.2751 -0.0104 0.50 -0.16 -0.16
H 1.4288 2.4891 1.5891 -0.09 -0.13 0.01
H 0.3052 1.7437 2.8944 0.06 -0.02 -0.14
H -0.9321 -2.1188 -1.7799 0.09 0.14 0.00
H 0.7298 -1.4546 -1.7680 -0.19 0.06 0.03
H -0.6264 -0.5309 -2.4883 0.04 -0.09 0.12
```
Positions in Å, forces in eV/Å.

Its relative energy (zero: lowest compared OMol25 entry of this formula, charge and spin) is 125.3 kJ/mol. For the highest occupied orbital energy, the calculation gives -9.346 eV. The LUMO energy is 0.7 eV. As for the strongest force on any atom: 0.671 eV/A. The HOMO-LUMO gap comes out at 10.00 eV.

Mulliken population analysis, charges in e, atoms 1 to 5: -0.95 0.73 -0.40 0.64 -0.84

***

No. 9
Below is a single C4H5NO molecule in a non-equilibrium geometry, with properties calculated with ωB97M-V with the def2-TZVPD basis set.

Geometry as XYZ:
```
11
Properties=species:S:1:pos:R:3:forces:R:3
C 0.1584 0.9316 0.9055 0.01 0.07 0.04
C 0.0901 -0.3993 0.1595 0.00 0.04 0.04
C 1.2741 -0.6901 -0.6616 0.76 -0.25 -0.62
N 2.1476 -0.9422 -1.3765 -0.77 0.27 0.73
C -1.0991 -0.4685 -0.8052 -0.38 0.33 -0.09
O -1.8147 0.4695 -1.0355 0.31 -0.46 0.16
H 1.0592 0.9913 1.5209 -0.12 -0.04 -0.11
H 0.1437 1.7695 0.2057 0.04 -0.13 0.07
H -0.7181 1.0199 1.5524 0.12 0.01 -0.09
H -0.0196 -1.2336 0.8671 0.02 0.09 -0.12
H -1.2492 -1.4529 -1.2876 0.00 0.08 -0.01
```
Positions in Å, forces in eV/Å.

Its relative energy (zero: lowest compared OMol25 entry of this formula, charge and spin) is 69.0 kJ/mol. For the highest occupied orbital energy, the calculation gives -10.652 eV. The LUMO energy is 0.6 eV. As for the strongest force on any atom: 1.093 eV/A. The HOMO-LUMO gap comes out at 11.26 eV.

Mulliken population analysis, charges in e, atoms 1 to 5: -1.31 0.59 0.06 -0.40 -0.12

***

No. 10
Below is a single C4H5NO molecule in a non-equilibrium geometry, with properties calculated with ωB97M-V with the def2-TZVPD basis set.

Geometry as XYZ:
```
11
Properties=species:S:1:pos:R:3:forces:R:3
C -1.3128 -0.2328 -0.3688 -0.03 -0.03 0.00
C -0.3490 0.5875 0.4560 -0.17 0.13 -0.18
O 0.3275 -0.0762 1.5166 0.00 -0.07 0.17
C 1.1072 0.3640 0.4220 0.17 0.08 -0.12
C 1.6604 -0.6574 -0.4571 0.35 -0.65 -0.60
N 2.1087 -1.4318 -1.1897 -0.45 0.73 0.71
H -2.3236 0.1787 -0.3027 0.15 -0.07 0.02
H -1.0228 -0.2615 -1.4240 -0.02 0.04 0.15
H -1.3292 -1.2584 0.0095 0.03 0.12 -0.08
H -0.6580 1.6027 0.7066 0.05 -0.15 -0.02
H 1.7916 1.1853 0.6315 -0.11 -0.14 -0.05
```
Positions in Å, forces in eV/Å.

Its relative energy (zero: lowest compared OMol25 entry of this formula, charge and spin) is 155.4 kJ/mol. For the highest occupied orbital energy, the calculation gives -11.107 eV. The LUMO energy is 0.9 eV. As for the strongest force on any atom: 1.119 eV/A. The HOMO-LUMO gap comes out at 11.98 eV.

Mulliken population analysis, charges in e, atoms 1 to 5: -1.26 0.17 -0.43 0.11 0.00